ORCA calculation (the ωB97M-V functional and the def2-TZVPD basis) on the molecule C3H10N2.

Cartesian coordinates (Å):
N 0.289 0.764 -2.429
C 0.048 1.037 -1.026
C -0.104 -0.349 -0.126
C 0.102 -0.086 1.334
N -0.235 -1.280 2.310
H -0.320 1.460 -2.842
H 0.101 -0.090 -2.877
H 0.902 1.611 -0.612
H -0.898 1.658 -0.878
H 0.657 -0.944 -0.490
H -0.989 -0.897 -0.141
H 1.127 0.252 1.446
H -0.419 0.720 1.797
H 0.404 -2.134 2.213
H -1.224 -1.632 2.118

## Properties
Maximum force (eV/A): 3.87
Frontier orbital gap (eV): 10.24
Structure (SMILES): NCCCN
E_LUMO (eV): 1.136
Multiplicity: 1